Entry 1:
{
  "formula": "C6H10O2",
  "method": "ωB97M-V/def2-TZVPD",
  "species": ["C", "C", "C", "O", "C", "O", "C", "C", "H", "H", "H", "H", "H", "H", "H", "H", "H", "H"],
  "positions_angstrom": [[0.8932, 0.4453, 1.4371], [-0.1831, -0.2488, 0.4017], [0.3945, -1.3085, -0.4286], [0.7717, -0.5935, -1.4745], [0.5334, 0.7374, -1.7462], [-0.6905, 1.2790, -1.2265], [-1.2322, 0.2339, -0.3453], [-1.6912, 0.0036, 1.0807], [1.8147, 0.0468, 0.7691], [0.9981, 1.7198, 1.6829], [1.0874, 0.1024, 2.4432], [-0.1157, -2.2385, -0.4473], [1.3253, -1.8995, -0.0689], [1.1748, 1.4715, -1.2317], [0.3523, 0.7335, -2.8536], [-1.4349, -0.5714, -0.9431], [-2.1877, -0.8459, 1.2235], [-1.8102, 0.9327, 1.7275]],
  "forces_ev_per_a": [[2.3801, 2.2592, -3.7808], [1.1102, -0.5375, 8.9303], [3.1139, -2.4986, 4.8456], [1.7212, -0.2818, -4.6898], [-1.7354, 1.0913, -0.2093], [-3.0938, 0.1289, 0.7501], [0.2993, 3.7543, -1.3926], [3.2557, 4.1463, -1.8818], [-1.0907, 1.7479, 2.1097], [-0.6765, -3.6107, -1.5796], [-0.9161, -1.0201, 0.0288], [-2.1920, -0.4341, -1.6621], [-0.4232, 1.5801, 0.3343], [1.1813, -0.7599, -1.0110], [1.1080, 0.6434, 0.8956], [-1.8634, -1.5802, -1.6751], [-2.7560, -2.8344, 0.6039], [0.5773, -1.7942, -0.6161]],
  "nbo_charge": [-0.623, -0.081, -0.085, -0.534, 0.216, -0.548, 0.033, -0.373, 0.209, 0.217, 0.221, 0.197, 0.163, 0.175, 0.187, 0.180, 0.207, 0.239],
  "orbital_gap_ha": 0.352,
  "de_lowest_kcal_mol": 178.4,
  "e_homo_ev": -8.7,
  "charge": 0,
  "smiles": "C[C@]12COCO[C@@H]1C2",
  "e_lumo_ha": 0.031
}

=====

Entry 2:
{
  "formula": "C28H32F5N4NaOS5Si",
  "method": "ωB97M-V/def2-TZVPD",
  "species": ["Na", "O", "N", "C", "C", "C", "C", "C", "S", "H", "H", "H", "H", "C", "C", "S", "C", "C", "S", "C", "C", "S", "H", "H", "H", "H", "H", "H", "H", "H", "H", "H", "H", "H", "C", "Si", "C", "C", "C", "C", "C", "C", "N", "C", "S", "H", "H", "H", "H", "H", "H", "H", "H", "H", "H", "H", "H", "N", "C", "C", "N", "C", "H", "H", "H", "H", "F", "C", "C", "C", "F", "C", "F", "C", "F", "C", "F"],
  "positions_angstrom": [[-0.9514, 0.1004, 0.4327], [-1.7287, -0.3975, -1.3952], [-2.6654, -1.2501, -1.7268], [-2.2795, -2.3856, -2.3568], [-3.1665, -3.3450, -2.7691], [-4.5239, -3.1395, -2.5048], [-4.9115, -2.0023, -1.8406], [-3.9979, -1.0018, -1.4102], [-4.4517, 0.3874, -0.5559], [-1.2090, -2.4690, -2.4810], [-2.7994, -4.2322, -3.2657], [-5.2598, -3.8762, -2.8073], [-5.9489, -1.8170, -1.6041], [3.9325, 2.6568, -2.1862], [3.5742, 1.3384, -2.8793], [2.3313, 0.3691, -1.9717], [0.9489, 0.2914, -3.1425], [0.3714, 1.6273, -3.6137], [-0.7925, 2.4026, -2.4406], [0.0767, 3.9317, -1.9637], [1.4490, 3.7644, -1.3090], [2.7981, 4.0351, -2.5201], [4.9035, 3.0124, -2.5354], [3.9959, 2.5167, -1.1068], [4.4671, 0.7113, -2.9511], [3.2121, 1.5283, -3.8906], [0.1881, -0.2633, -2.5854], [1.2512, -0.3101, -4.0024], [-0.1909, 1.4527, -4.5342], [1.1493, 2.3563, -3.8344], [-0.6112, 4.3772, -1.2432], [0.1389, 4.6025, -2.8232], [1.5604, 2.7639, -0.9016], [1.5800, 4.4816, -0.5023], [4.7607, -4.2134, 3.5639], [4.6649, -3.4546, 1.8379], [4.3944, -4.8675, 0.6522], [6.4129, -2.8222, 1.5076], [3.5437, -1.9652, 1.9274], [3.9154, -1.0179, 2.8730], [3.2131, 0.1682, 3.0385], [2.1174, 0.3577, 2.2153], [1.7053, -0.5241, 1.3027], [2.3839, -1.7011, 1.1167], [1.8142, -2.7974, -0.0811], [5.5124, -5.0120, 3.5853], [3.8000, -4.6396, 3.8748], [5.0465, -3.4587, 4.3056], [5.1729, -5.6313, 0.8007], [4.4260, -4.5045, -0.3785], [3.4064, -5.3107, 0.7944], [7.1379, -3.6432, 1.5730], [6.6979, -2.0568, 2.2388], [6.4904, -2.3748, 0.5101], [4.7844, -1.2055, 3.5041], [3.5002, 0.9120, 3.7713], [1.5146, 1.2610, 2.2914], [-1.5602, -3.3128, 3.2503], [-2.8884, -3.3933, 2.8702], [-3.0062, -2.5419, 1.8130], [-1.7875, -1.9601, 1.5350], [-0.9433, -2.4407, 2.4110], [-1.1215, -3.8251, 3.9883], [-3.6008, -4.0153, 3.3869], [-3.8883, -2.2948, 1.2373], [0.1087, -2.1965, 2.4719], [-2.6061, 0.4516, 3.2522], [-2.0803, 1.7060, 3.1284], [-1.1028, 1.9658, 2.1960], [-0.6722, 3.2634, 2.2296], [0.3132, 3.6892, 1.3541], [-1.1399, 4.2509, 3.0763], [-0.6661, 5.5188, 3.0457], [-2.1262, 3.9262, 3.9841], [-2.6107, 4.8558, 4.8315], [-2.6048, 2.6317, 4.0127], [-3.5639, 2.3146, 4.9085]],
  "forces_ev_per_a": [[0.4110, 0.1631, 0.8220], [-0.6123, -0.3644, -1.0470], [0.0893, -0.0740, 0.1143], [0.0100, 0.0742, 0.0613], [-0.0634, 0.0202, -0.0028], [0.0018, 0.0481, 0.0476], [0.1293, 0.0231, -0.0216], [0.1381, -0.0454, -0.0447], [0.0379, -0.1357, -0.0716], [-0.0034, 0.0627, 0.0485], [0.0076, 0.0103, 0.0151], [-0.0160, 0.0268, 0.0127], [-0.0331, 0.0038, -0.0011], [-0.1667, -0.0229, -0.1458], [-0.0667, 0.0318, 0.1029], [-0.1080, 0.0913, -0.0242], [0.0864, 0.1232, 0.1537], [-0.1581, -0.0393, 0.0640], [0.3168, 0.0712, 0.2542], [-0.0466, -0.1530, -0.0509], [0.0293, 0.0529, -0.2027], [0.0554, -0.0704, 0.0764], [0.0609, -0.0046, -0.0023], [0.0589, -0.0175, 0.0130], [0.0360, 0.0624, -0.0229], [0.0724, 0.0055, -0.0227], [-0.0248, -0.0233, -0.0833], [0.0172, -0.0003, -0.0562], [0.0129, -0.0118, -0.0098], [0.0246, -0.0378, -0.0831], [0.0121, 0.0027, 0.0077], [-0.0050, 0.0691, 0.0188], [-0.0106, -0.0309, 0.0588], [-0.0296, 0.0175, -0.0261], [-0.0131, -0.0522, 0.1914], [0.1481, -0.0046, 0.0791], [-0.1469, -0.0805, -0.1929], [0.1652, 0.0863, -0.0337], [-0.2636, 0.0408, -0.1776], [0.0864, -0.1314, -0.0065], [0.0228, 0.0338, -0.0067], [-0.1658, -0.1620, -0.2281], [-0.0269, -0.2028, 0.0577], [0.0845, 0.4521, 0.1795], [0.0323, 0.0105, 0.2036], [-0.0676, 0.0514, 0.0212], [0.0894, 0.0495, -0.0506], [-0.0412, -0.1004, -0.0469], [-0.0858, 0.1310, 0.0139], [-0.0121, -0.0746, 0.0861], [0.0909, 0.0074, -0.0296], [-0.0452, 0.0804, -0.0190], [-0.0071, -0.0721, -0.0937], [-0.0226, -0.0477, 0.1036], [-0.0329, 0.0204, -0.0358], [-0.0177, -0.0140, -0.0239], [0.0068, -0.0913, -0.0188], [-0.1297, -0.0067, -0.0888], [0.1796, 0.0966, -0.0070], [0.1069, 0.0740, -0.0840], [-0.0558, -0.0415, 0.0967], [-0.2138, -0.0454, -0.0848], [0.0845, -0.0485, 0.0987], [0.0610, 0.0377, -0.0362], [0.1205, 0.0177, 0.0712], [-0.1153, -0.0460, -0.0384], [0.0034, -0.0278, -0.0262], [0.0542, -0.1020, -0.0011], [-0.1329, 0.0694, 0.1308], [0.1475, -0.0161, -0.2440], [-0.0989, -0.0460, 0.1175], [0.0204, 0.0522, 0.0157], [0.0324, 0.1118, 0.0104], [0.0469, -0.0439, -0.0733], [-0.0632, 0.1260, 0.1175], [0.0300, 0.0126, -0.0167], [-0.1193, -0.0326, 0.1176]],
  "lowdin_charge": [0.242, -0.291, -0.208, -0.038, -0.106, -0.127, -0.139, -0.768, 0.509, 0.126, 0.086, 0.086, 0.080, -0.561, -0.541, 0.864, -0.528, -0.522, 0.891, -0.552, -0.531, 0.831, 0.053, 0.071, 0.058, 0.064, 0.033, 0.070, 0.061, 0.024, 0.062, 0.051, 0.035, 0.055, -0.195, 0.485, -0.238, -0.193, -0.285, -0.143, -0.103, -0.160, 0.015, -0.847, 0.458, 0.018, 0.026, 0.016, 0.021, 0.012, 0.007, 0.019, 0.017, 0.028, 0.083, 0.083, 0.082, 0.042, -0.118, -0.135, 0.072, -0.184, 0.132, 0.090, 0.089, 0.101, 0.030, -0.259, 0.046, -0.258, 0.004, -0.171, 0.063, -0.166, 0.073, -0.167, 0.070],
  "orbital_gap_ha": 0.205,
  "de_lowest_kcal_mol": 15.6,
  "e_homo_ev": -1.8,
  "charge": -2,
  "e_lumo_ha": 0.139
}

=====

charge of number 2 (C28H32F5N4NaOS5Si)?
-2

=====

Look up the charge of the second one.
-2